Below is the molecule C6H11NO, with properties calculated with ωB97M-V/def2-TZVPD.

```
19
Properties=species:S:1:pos:R:3:forces:R:3
C 2.629327 -0.382636 0.169100 -0.169 0.483 2.077
C 1.286796 0.167243 -0.415946 1.173 0.073 -0.499
C 0.137785 -0.654187 -0.383211 -0.435 -3.553 0.150
C -2.015057 -0.744122 -0.097046 -0.001 -1.052 1.095
C -1.311838 0.037002 1.068959 1.367 1.823 1.393
C -0.065848 0.729915 0.297682 0.560 -1.975 1.696
H 3.382009 0.564522 0.492412 -1.828 -2.894 -1.366
H 2.442638 -0.999774 1.257994 0.426 1.614 -3.313
H 2.927966 -1.112874 -0.688021 0.380 1.321 1.871
H 1.399474 0.566436 -1.474331 -0.011 0.532 1.722
H 0.193028 -1.649747 0.252173 0.343 2.387 -0.320
H -2.768285 -0.120470 -0.550742 -0.570 -0.114 0.055
H -2.515456 -1.722797 0.394080 1.444 1.683 -1.845
H -1.997633 0.874273 1.368509 0.696 -0.743 0.114
H -0.873272 -0.467028 1.981246 -1.138 -0.058 -1.190
H 0.104629 2.487310 -0.940906 -2.501 -2.674 2.082
H -1.344116 1.477175 -1.179558 1.798 0.715 1.919
N -0.640799 1.792772 -0.379717 0.018 3.252 -5.564
O -0.971352 -0.843006 -1.172683 -1.553 -0.822 -0.076
```
Forces are in eV/Å.

Calculated values
- Kohn-Sham gap: 8.57 eV
- Energy relative to the best compared isomer or geometry (same formula, charge and spin): 169.3 kcal per mole
- Highest occupied orbital energy: -7.553 eV
- Structure (SMILES): C[C@H]1[C@@H]2OCC[C@@]12N